A molecular structure, C41H58AsN2PPdS2Si at a distorted geometry. Source: OMol25; level of theory: ωB97M-V/def2-TZVPD.

Its lowest unoccupied orbital energy (alpha / beta) is -0.4 / -0.2 eV. Its frontier orbital gap (alpha / beta) is 6.04 / 6.15 eV. The largest force on an atom comes out at 1.091 eV/A. For the total energy, the calculation gives -149596.27965 eV. The spin multiplicity is 1.

Each line ends with the Mulliken charge.
Cartesian coordinates (Å):
1 Pd -0.24 0.15 0.35  -0.5285
2 C 6.98 0.81 -1.34  -1.7600
3 C 6.41 0.25 -0.03  2.0791
4 C 7.03 -1.12 0.23  -2.2252
5 C 6.79 1.19 1.12  -1.6198
6 C 4.89 0.19 -0.13  0.4897
7 C 4.15 1.32 -0.47  -0.5611
8 C 2.77 1.22 -0.56  -0.7664
9 N 2.10 0.10 -0.34  0.0821
10 C 2.80 -1.01 -0.06  -0.6504
11 C 4.18 -0.98 0.09  0.0546
12 C 2.03 -2.29 -0.04  -0.6702
13 C 2.68 -3.51 0.05  -0.1817
14 C 1.96 -4.70 -0.03  0.5073
15 C 0.59 -4.58 -0.23  -0.3743
16 C 0.03 -3.32 -0.30  -1.0954
17 N 0.71 -2.19 -0.20  0.2998
18 C 2.69 -6.03 0.07  1.9668
19 C 3.45 -6.09 1.40  -1.5885
20 C 1.73 -7.22 0.02  -2.1953
21 C 3.68 -6.15 -1.09  -1.5492
22 H 8.07 0.82 -1.29  0.4723
23 H 6.64 1.82 -1.53  0.3292
24 H 6.69 0.19 -2.19  0.3890
25 H 8.12 -1.02 0.27  0.4407
26 H 6.79 -1.83 -0.55  0.4454
27 H 6.71 -1.53 1.19  0.4078
28 H 7.87 1.25 1.20  0.4864
29 H 6.39 0.83 2.07  0.3526
30 H 6.40 2.19 0.95  0.3196
31 H 4.62 2.26 -0.67  0.4020
32 H 2.16 2.08 -0.83  0.4612
33 H 4.71 -1.89 0.33  0.5618
34 H 3.75 -3.55 0.17  0.2699
35 H -0.05 -5.44 -0.32  0.5196
36 H -1.04 -3.21 -0.45  0.3950
37 H 2.77 -5.98 2.25  0.3821
38 H 4.19 -5.30 1.47  0.3095
39 H 3.97 -7.04 1.49  0.4607
40 H 1.00 -7.19 0.82  0.4293
41 H 2.29 -8.15 0.12  0.4390
42 H 1.19 -7.27 -0.93  0.3924
43 H 4.41 -5.34 -1.07  0.3092
44 H 3.17 -6.12 -2.05  0.3700
45 H 4.22 -7.09 -1.02  0.4480
46 C -5.73 3.22 -1.65  -1.0155
47 Si -4.43 4.15 -0.65  0.2676
48 C -4.24 5.89 -1.33  -1.1218
49 C -4.99 4.22 1.15  -0.6402
50 C -2.85 3.26 -0.84  -0.1846
51 C -1.90 2.53 -1.09  0.5639
52 H -6.70 3.70 -1.58  0.3435
53 H -5.84 2.20 -1.28  0.1895
54 H -5.45 3.16 -2.70  0.3306
55 H -5.19 6.43 -1.28  0.3515
56 H -3.91 5.88 -2.36  0.3300
57 H -3.51 6.45 -0.75  0.3020
58 H -5.95 3.74 1.28  0.4073
59 H -5.09 5.25 1.48  0.3736
60 H -4.28 3.74 1.82  -0.2732
61 S 0.46 -0.21 2.84  -0.5334
62 P 0.14 1.65 2.17  0.2544
63 S -0.61 1.55 -1.52  -0.4547
64 C 1.64 2.67 2.18  1.0493
65 C 2.73 2.36 2.98  -0.4396
66 C 3.83 3.21 3.01  -0.5537
67 C 3.85 4.34 2.23  -0.6225
68 C 2.77 4.64 1.40  -0.6888
69 C 1.67 3.81 1.38  -0.5255
70 C -0.94 2.58 3.29  0.4768
71 C -1.10 2.20 4.62  -0.1866
72 C -1.94 2.94 5.44  -0.6349
73 C -2.60 4.05 4.95  -0.6283
74 C -2.44 4.43 3.63  -0.5286
75 C -1.61 3.69 2.79  -0.1389
76 H 2.71 1.47 3.59  0.3847
77 H 4.67 2.98 3.66  0.4797
78 H 4.71 5.01 2.25  0.4136
79 H 2.79 5.52 0.78  0.4388
80 H 0.84 4.03 0.72  0.3389
81 H -0.59 1.33 4.99  0.4102
82 H -2.07 2.64 6.47  0.4251
83 H -3.25 4.62 5.60  0.4045
84 H -2.97 5.29 3.24  0.4240
85 H -1.53 3.96 1.75  0.2346
86 C -2.31 -2.80 2.26  -1.0221
87 C -3.15 -2.34 1.08  -1.0462
88 As -2.67 -0.56 0.40  1.0135
89 C -4.03 0.52 1.30  0.3704
90 C -3.88 0.60 2.80  -1.1123
91 C -3.43 -0.62 -1.41  -0.3772
92 C -4.81 -1.24 -1.56  -1.4097
93 H -2.47 -3.86 2.46  0.4051
94 H -2.56 -2.25 3.16  0.2451
95 H -1.25 -2.64 2.07  -0.0038
96 H -4.22 -2.31 1.34  0.5703
97 H -3.08 -3.05 0.24  0.5878
98 H -5.00 0.07 1.04  0.5122
99 H -3.98 1.50 0.83  -1.0010
100 H -3.98 -0.39 3.27  0.3671
101 H -4.64 1.24 3.23  0.4250
102 H -2.90 1.00 3.09  0.2137
103 H -2.69 -1.14 -2.03  0.3854
104 H -3.43 0.42 -1.75  0.3192
105 H -4.81 -2.30 -1.30  0.3172
106 H -5.15 -1.17 -2.59  0.4282
107 H -5.55 -0.75 -0.95  0.2826

=====

A molecular structure, C41H58BrN3O7Ta at a distorted geometry. Source: OMol25; level of theory: ωB97M-V/def2-TZVPD.

The charge is +1. Its lowest unoccupied orbital energy is -3.4 eV. Its frontier orbital gap is 7.87 eV. The largest force on an atom comes out at 3.502 eV/A. For the total energy, the calculation gives -133851.70598 eV. The spin multiplicity is 1.

Each line ends with the Mulliken charge.
Cartesian coordinates (Å):
1 Ta 1.36 0.75 -0.44  -0.4332
2 C 2.04 -0.02 2.76  -1.1401
3 N 0.80 0.23 2.02  0.6605
4 C 0.10 1.37 2.64  -1.3539
5 C -0.03 -0.98 2.13  -1.4174
6 C -1.23 -0.98 1.19  -0.9438
7 N -0.84 -0.82 -0.22  1.0211
8 C -1.91 -0.18 -1.00  -1.0366
9 C -2.33 1.15 -0.44  0.0427
10 C -3.64 1.31 -0.02  -0.3025
11 C -4.07 2.52 0.52  -0.4679
12 C -3.15 3.56 0.50  -0.7967
13 C -1.83 3.45 0.07  0.7262
14 C -1.38 2.18 -0.33  0.1046
15 O -0.09 1.83 -0.56  0.3310
16 C -1.04 4.76 0.01  2.0214
17 C -1.03 5.44 1.39  -1.8306
18 C 0.41 4.57 -0.43  -1.9312
19 C -1.73 5.66 -1.02  -1.8835
20 C -5.46 2.72 1.07  1.8837
21 C -5.37 3.25 2.51  -1.5976
22 C -6.22 3.73 0.20  -1.6356
23 C -6.26 1.41 1.09  -2.1034
24 C -0.58 -2.13 -0.82  -2.0308
25 C 0.60 -2.86 -0.25  0.2445
26 C 0.39 -4.14 0.23  -0.5611
27 C 1.45 -4.89 0.72  -0.3780
28 C 2.72 -4.37 0.52  -0.5158
29 C 2.99 -3.12 -0.02  -0.0293
30 C 1.88 -2.28 -0.27  0.6503
31 O 1.94 -0.95 -0.43  1.6563
32 C 4.43 -2.79 -0.37  2.2891
33 C 5.23 -2.48 0.91  -1.6958
34 C 4.54 -1.62 -1.35  -1.5148
35 C 5.05 -4.02 -1.07  -1.8860
36 C 1.25 -6.23 1.41  1.8637
37 C 1.95 -7.33 0.60  -1.6285
38 C 1.84 -6.14 2.82  -1.5542
39 C -0.23 -6.59 1.54  -2.1128
40 H 1.83 -0.40 3.76  0.4834
41 H 2.60 0.91 2.87  0.4343
42 H 2.65 -0.75 2.23  0.1359
43 H -0.11 1.17 3.69  0.3975
44 H -0.83 1.58 2.12  0.3750
45 H 0.73 2.26 2.57  0.3628
46 H -0.40 -1.08 3.16  0.8010
47 H 0.60 -1.85 1.92  0.3043
48 H -1.91 -0.17 1.46  0.5192
49 H -1.77 -1.92 1.32  0.3528
50 H -2.78 -0.84 -1.04  0.5107
51 H -1.53 -0.04 -2.03  0.2550
52 H -4.31 0.48 -0.11  0.5887
53 H -3.49 4.53 0.84  0.5196
54 H -0.64 4.76 2.14  0.2830
55 H -2.02 5.76 1.70  0.3876
56 H -0.39 6.32 1.35  0.4858
57 H 0.97 4.00 0.30  0.2685
58 H 0.88 5.54 -0.54  0.6291
59 H 0.46 4.07 -1.39  -0.1130
60 H -2.75 5.90 -0.72  0.3588
61 H -1.77 5.17 -1.99  0.3825
62 H -1.18 6.59 -1.13  0.5020
63 H -4.90 4.22 2.56  0.3338
64 H -4.81 2.56 3.14  0.3591
65 H -6.37 3.34 2.93  0.4559
66 H -5.72 4.70 0.18  0.3225
67 H -7.22 3.88 0.59  0.4747
68 H -6.30 3.37 -0.82  0.3666
69 H -5.74 0.66 1.69  0.4171
70 H -6.42 1.04 0.08  0.3657
71 H -7.23 1.59 1.54  0.4422
72 H -0.40 -1.99 -1.89  0.5751
73 H -1.47 -2.76 -0.72  0.4744
74 H -0.61 -4.53 0.23  0.6266
75 H 3.55 -4.99 0.80  0.5490
76 H 4.90 -1.54 1.34  0.1941
77 H 6.29 -2.38 0.66  0.5306
78 H 5.12 -3.27 1.64  0.2609
79 H 4.22 -0.69 -0.90  0.0170
80 H 3.94 -1.82 -2.23  0.2467
81 H 5.58 -1.51 -1.66  0.5760
82 H 5.22 -4.85 -0.40  0.4037
83 H 6.01 -3.74 -1.50  0.4900
84 H 4.40 -4.35 -1.88  0.3955
85 H 3.02 -7.16 0.55  0.3198
86 H 1.55 -7.36 -0.41  0.3629
87 H 1.78 -8.29 1.07  0.4788
88 H 2.90 -5.90 2.79  0.3226
89 H 1.72 -7.08 3.34  0.4550
90 H 1.34 -5.36 3.39  0.3340
91 H -0.70 -6.71 0.56  0.4017
92 H -0.78 -5.84 2.10  0.4060
93 H -0.33 -7.54 2.06  0.4475
94 Br 1.27 -0.61 -3.44  0.0433
95 C 0.61 0.96 -4.34  0.7795
96 C -0.21 0.75 -5.43  -0.8557
97 C -0.75 1.84 -6.09  -0.5108
98 C -0.48 3.12 -5.65  -0.8357
99 C 0.38 3.32 -4.58  -0.6000
100 C 0.95 2.23 -3.91  0.7013
101 C 1.92 2.53 -2.80  -0.0221
102 O 2.45 3.61 -2.69  -0.6163
103 O 2.15 1.54 -1.96  -0.3847
104 H -0.41 -0.26 -5.76  0.4944
105 H -1.39 1.68 -6.95  0.4259
106 H -0.93 3.97 -6.15  0.4347
107 H 0.64 4.32 -4.25  0.5652
108 O 2.28 2.39 0.81  -0.4552
109 N 3.51 2.11 0.72  0.6181
110 O 4.35 2.85 1.12  -0.6347
111 O 3.75 0.99 0.24  -0.4915